{"formula": "C2S3", "method": "wB97M-V/def2-TZVPD", "e_above_lowest_kcal_mol": 31.5, "orbital_gap_ev": 7.585, "lumo_ev": -1.81, "e_tot_ev": -34575.8785, "charge": 0, "smiles": "S=C1S2#S1=C=2", "species": ["S", "S", "S", "C", "C"], "coordinates": [[-2.34561, -0.07965, -0.02771], [0.70479, 1.32738, 0.01245], [0.54518, -1.22961, 0.04497], [-0.72260, -0.09259, 0.10747], [1.81823, 0.07447, -0.13718]], "atomic_forces_ev_per_a": [[2.4, -0.1, 0.4], [-1.0, -0.2, 0.0], [1.8, -1.1, -0.2], [-1.1, 2.3, -0.6], [-2.0, -0.9, 0.4]], "mulliken_charge": [-0.1342, 0.0250, 0.0492, 0.1685, -0.1085]}

***

{"formula": "C30H15BCl7F4N3STa", "method": "wB97M-V/def2-TZVPD", "e_above_lowest_kcal_mol": 0.0, "orbital_gap_ev": 6.867, "lumo_ev": -4.10, "e_tot_ev": -147418.6944, "charge": 1, "species": ["Ta", "Cl", "Cl", "Cl", "Cl", "Cl", "Cl", "Cl", "S", "F", "F", "F", "F", "N", "N", "N", "C", "C", "C", "C", "C", "C", "C", "C", "C", "C", "C", "C", "C", "C", "C", "C", "C", "C", "C", "C", "C", "C", "C", "C", "C", "C", "C", "C", "C", "C", "B", "H", "H", "H", "H", "H", "H", "H", "H", "H", "H", "H", "H", "H", "H", "H"], "coordinates": [[0.01343, 0.12112, 0.00507], [1.50484, -0.73512, 2.16341], [-0.55055, 3.37087, 5.21695], [1.36325, 2.30246, 3.06016], [5.15016, 2.01028, -0.71784], [-4.79122, 1.71749, 2.31491], [-2.80325, 0.52834, 0.21071], [-3.62781, 3.12144, 4.87935], [2.15697, 1.18211, -0.30038], [-2.95429, -2.60505, 1.01384], [-0.88102, -1.36589, 1.02540], [-1.01430, -3.73859, 0.55670], [-1.85896, -2.24735, -0.97373], [1.03061, -1.76224, -0.79842], [-0.49976, 2.29547, -0.69085], [-0.28504, 0.14486, -2.00132], [0.72380, -0.50107, -4.17176], [4.12159, -0.67546, 2.74965], [2.29888, -3.78948, -0.79085], [-0.37762, 3.43753, -0.04217], [-2.79010, 2.00626, -4.09608], [2.53839, -3.68778, -2.12949], [-2.57711, 2.44441, 3.71104], [-0.33940, 1.98277, 2.90006], [-3.10239, 1.81276, 2.58712], [-1.19051, 2.54265, 3.85906], [5.73050, 0.55555, 1.45991], [1.53995, -2.79682, -0.15392], [-0.82917, 1.28108, 1.80416], [1.19750, -1.69736, -2.15709], [2.15005, -2.45196, -4.25757], [-1.98322, 0.92468, -3.66282], [3.40121, 0.58556, 0.79095], [0.52367, -0.65931, -2.82452], [-1.02336, 4.60957, -0.46202], [1.97638, -2.62204, -2.86395], [-1.84119, 4.57170, -1.55932], [-2.76837, 3.21253, -3.45582], [-1.18456, 1.06955, -2.56453], [-1.21973, 2.28254, -1.85105], [3.14337, -0.24037, 1.87603], [5.42690, -0.26920, 2.53176], [-2.20754, 1.26567, 1.68500], [4.72981, 0.97871, 0.60078], [1.54860, -1.39864, -4.88332], [-1.96064, 3.37789, -2.30125], [-1.82891, -2.69916, 0.30554], [-3.42057, 1.86638, -4.96320], [2.68511, -4.61144, -0.20656], [3.14068, -4.42643, -2.64419], [0.24671, 3.42997, 0.84025], [6.74604, 0.87969, 1.28168], [2.76005, -3.15702, -4.80606], [1.34156, -2.86059, 0.90199], [6.21005, -0.59492, 3.20173], [-2.00360, -0.01158, -4.20427], [3.86354, -1.31260, 3.58415], [-2.38776, 5.45289, -1.87218], [1.68678, -1.24666, -5.94486], [-0.88686, 5.51822, 0.10592], [-3.36546, 4.04243, -3.80942], [0.25413, 0.31484, -4.70137]], "atomic_forces_ev_per_a": [[0.6, 1.0, 0.4], [-0.1, 0.0, 0.0], [0.0, 0.0, 0.0], [-0.1, 0.0, 0.0], [0.0, 0.0, 0.0], [0.0, 0.0, 0.0], [0.0, 0.0, -0.1], [0.0, 0.0, 0.0], [0.0, 0.0, 0.1], [0.0, 0.1, 0.0], [0.1, -0.1, -0.1], [0.0, 0.1, 0.0], [0.0, 0.0, 0.0], [0.1, 0.1, -0.1], [-0.1, -0.2, -0.2], [-0.3, -0.4, 0.3], [0.0, 0.0, -0.1], [0.0, 0.0, 0.0], [-0.1, 0.0, 0.1], [0.0, 0.0, 0.0], [0.0, 0.0, 0.1], [0.0, 0.0, -0.1], [0.1, 0.0, 0.0], [0.1, 0.0, 0.1], [-0.1, 0.0, -0.1], [-0.1, 0.0, 0.0], [0.0, 0.0, 0.0], [0.0, 0.0, -0.1], [-0.1, -0.2, -0.3], [0.0, -0.1, 0.1], [0.0, 0.0, 0.0], [-0.1, -0.1, -0.1], [-0.2, 0.0, -0.1], [-0.2, 0.0, 0.0], [0.0, 0.0, 0.0], [0.0, 0.0, 0.0], [0.0, 0.0, 0.0], [0.0, 0.0, 0.0], [0.2, 0.2, 0.0], [0.1, 0.0, 0.1], [0.2, 0.0, 0.0], [0.0, 0.0, 0.0], [0.0, -0.1, 0.1], [0.1, 0.0, 0.0], [0.0, 0.0, 0.1], [-0.1, 0.1, 0.0], [-0.3, -0.3, 0.0], [0.0, 0.0, 0.0], [0.0, 0.0, 0.0], [0.0, 0.0, 0.0], [0.0, 0.0, 0.0], [0.0, 0.0, 0.0], [0.0, 0.0, 0.0], [0.0, 0.0, 0.0], [0.0, 0.0, 0.0], [0.0, 0.0, 0.0], [0.0, 0.0, 0.0], [0.0, 0.0, 0.0], [0.0, 0.0, 0.0], [0.0, 0.0, 0.0], [0.0, 0.0, 0.0], [0.0, 0.0, 0.0]], "mulliken_charge": [-0.2468, -0.0437, -0.1617, -0.0997, -0.1992, -0.1807, -0.1082, -0.1597, -0.2670, -0.2504, -0.5733, -0.2480, -0.2169, 0.8919, 0.6467, 0.3263, -0.6070, -0.8238, -1.2877, -0.0068, -1.0721, -0.7271, 0.6514, 0.9108, -0.4577, -0.1913, -0.5776, -0.1031, -1.3248, 0.0219, -0.9357, -0.3658, 0.4960, 0.3708, -1.3041, 0.9729, -0.7074, -0.9107, -0.4738, 0.9930, 0.7087, -0.5681, 1.3624, 0.1533, -1.0044, 0.5485, 0.4595, 0.4303, 0.4655, 0.4759, 0.5566, 0.4502, 0.4525, 0.6687, 0.4138, 0.7339, 0.5152, 0.4895, 0.4382, 0.4649, 0.4571, 0.6779]}

***

{"formula": "C30H15Br4Cl3F12NO4SSiTaTe", "method": "wB97M-V/def2-TZVPD", "e_above_lowest_kcal_mol": 0.0, "orbital_gap_ev": 5.955, "lumo_ev": 3.76, "e_tot_ev": -418952.3504, "charge": -2, "species": ["Ta", "Te", "Br", "Br", "Br", "Br", "Cl", "Cl", "Cl", "S", "Si", "F", "F", "F", "F", "F", "F", "F", "F", "F", "F", "F", "F", "O", "O", "O", "O", "N", "C", "C", "C", "C", "C", "C", "C", "C", "C", "C", "C", "C", "C", "C", "C", "C", "C", "C", "C", "C", "C", "C", "C", "C", "C", "C", "C", "C", "C", "C", "H", "H", "H", "H", "H", "H", "H", "H", "H", "H", "H", "H", "H", "H", "H"], "coordinates": [[0.97394, 0.11683, 0.11292], [0.07542, -0.18745, -2.63871], [7.95991, -0.96785, 0.05784], [4.52040, 2.86427, 2.60830], [7.60686, 1.66030, 2.04353], [5.24389, -2.34259, -1.31834], [-0.13769, 3.63603, -2.41491], [2.91001, 2.51582, -1.84945], [1.38678, 4.46041, 0.28111], [1.88209, 1.00287, -5.16056], [1.01388, 2.74424, -0.88989], [-2.63335, 1.13310, 3.95913], [1.70169, -3.91414, -0.60583], [-0.04110, -5.16314, -0.38554], [0.97781, -4.04588, 2.01931], [-2.29546, -0.52882, 2.64034], [0.02173, -3.64531, -1.92136], [-0.85782, 2.93294, 4.31406], [0.65393, 3.20615, 2.79483], [0.86542, 1.64414, 4.26094], [-1.14608, -4.42361, 1.94911], [-0.40795, -2.54278, 2.69204], [-1.01339, -0.24476, 4.35499], [2.73074, -0.70025, -0.50903], [0.66488, -1.81427, 0.37989], [0.30600, 0.53796, 1.97815], [2.47314, 1.18965, 1.03727], [-1.23621, -0.00010, 0.02573], [2.83770, -0.99199, -3.91432], [-3.28708, 5.30252, 0.80472], [-0.23205, -2.83423, 0.33573], [-3.05410, 3.19448, -0.56125], [-1.80832, 1.27931, 0.23743], [3.72271, 0.82810, 0.86259], [-1.66614, 0.39054, 3.37011], [-1.57223, 1.97007, 1.44079], [-4.82051, -4.42312, -0.84871], [-2.08066, 3.25106, 1.61081], [4.82754, 1.40078, 1.46618], [-0.21240, -3.47001, 1.76231], [-0.71927, 1.27879, 2.50636], [-3.89943, -3.27063, -0.54787], [1.75089, -0.16854, -3.90995], [-0.01040, 2.27919, 3.47633], [-1.64974, -2.43512, -0.06487], [0.37122, -3.89529, -0.65887], [-4.34769, -1.95850, -0.48106], [-2.55136, -3.46871, -0.31021], [3.40540, 0.40684, -5.67421], [-2.82366, 3.88199, 0.62031], [-2.08183, -1.08275, -0.11635], [6.24877, -0.22513, 0.37553], [3.87254, -0.26572, -0.00902], [5.12842, -0.80511, -0.23425], [3.79109, -0.65799, -4.91610], [-3.47884, -0.91084, -0.26865], [6.09912, 0.87382, 1.21414], [-2.54315, 1.92408, -0.75518], [3.93799, 0.86516, -6.49268], [-4.62218, -5.27306, -0.19198], [-1.88629, 3.79052, 2.52762], [-3.89559, 0.08110, -0.21124], [-2.18594, -4.48699, -0.29062], [-2.46343, 5.99810, 0.62610], [-3.65185, 5.47360, 1.81925], [4.72651, -1.18348, -5.05673], [-5.86431, -4.13235, -0.71499], [-5.40529, -1.74133, -0.60038], [-4.70512, -4.77230, -1.87873], [2.95695, -1.78831, -3.19736], [-4.08810, 5.54800, 0.10600], [-2.67221, 1.42273, -1.70577], [-3.59714, 3.67693, -1.36684]], "atomic_forces_ev_per_a": [[-1.0, -0.6, 0.6], [0.2, 0.1, 0.2], [0.0, 0.0, 0.0], [0.0, 0.0, 0.0], [0.0, 0.0, 0.0], [0.0, 0.0, 0.0], [0.0, 0.0, 0.0], [-0.1, 0.1, -0.1], [-0.1, 0.0, 0.0], [0.1, 0.0, 0.1], [0.4, -0.4, -0.1], [0.0, -0.1, 0.0], [0.0, 0.0, 0.0], [0.0, 0.0, 0.0], [0.0, 0.0, 0.0], [0.1, 0.0, 0.0], [0.0, 0.0, 0.0], [0.0, 0.0, 0.0], [0.0, 0.0, 0.1], [0.0, 0.0, 0.0], [0.0, 0.0, 0.0], [-0.1, 0.1, 0.1], [0.0, 0.0, 0.0], [0.2, 0.0, -0.2], [0.1, 0.5, 0.1], [0.0, 0.1, -0.2], [0.1, 0.1, 0.1], [0.1, 0.1, -0.3], [0.1, 0.0, 0.0], [0.0, 0.0, 0.0], [0.0, 0.0, -0.2], [0.0, 0.0, 0.0], [0.0, 0.0, 0.1], [0.0, -0.1, -0.2], [0.0, 0.0, 0.0], [0.0, 0.0, 0.0], [0.0, 0.0, 0.0], [0.0, 0.0, 0.0], [0.0, 0.0, 0.0], [0.0, 0.0, 0.0], [0.0, -0.1, 0.0], [0.0, 0.0, 0.0], [-0.1, 0.0, 0.0], [0.0, 0.0, 0.0], [0.0, 0.0, 0.0], [0.0, 0.0, 0.0], [0.0, 0.0, 0.0], [0.0, 0.0, 0.0], [-0.1, 0.0, 0.0], [0.0, 0.0, 0.0], [0.0, 0.0, 0.0], [0.0, 0.0, 0.0], [0.0, 0.0, -0.1], [0.0, 0.0, 0.0], [0.0, 0.0, 0.0], [0.0, 0.0, 0.0], [0.0, 0.0, 0.0], [0.0, 0.0, 0.0], [0.0, 0.0, 0.0], [0.0, 0.0, 0.0], [0.0, 0.0, 0.0], [0.0, 0.0, 0.0], [0.0, 0.0, 0.0], [0.0, 0.0, 0.0], [0.0, 0.0, 0.0], [0.0, 0.0, 0.0], [0.0, 0.0, 0.0], [0.0, 0.0, 0.0], [0.0, 0.0, 0.0], [0.0, 0.0, 0.1], [0.0, 0.0, 0.0], [0.0, 0.0, 0.0], [0.0, 0.0, 0.0]], "mulliken_charge": [1.4343, 0.0195, -0.2267, -0.1367, -0.2203, -0.1423, -0.3739, -0.3104, -0.3950, -0.1487, 0.7855, -0.3152, -0.2283, -0.3042, -0.2989, -0.1547, -0.2370, -0.2766, -0.1362, -0.2711, -0.2865, -0.0984, -0.2852, -0.7541, -0.6931, -0.8342, -0.0400, 1.0868, -0.1741, -1.6507, 1.7482, -1.1429, -0.7238, 0.0719, 0.2174, -1.1212, -1.5393, -0.7551, -0.5137, 0.2797, 2.0968, 0.5906, 0.0205, 0.1465, -0.5602, 0.4284, -1.5030, -0.8908, -0.4709, 0.8397, 1.4314, 0.2612, 0.1836, -0.0465, -0.6975, -0.9170, 0.3557, 0.2246, 0.3628, 0.3581, 0.4849, 0.3784, 0.5251, 0.2672, 0.3837, 0.3384, 0.3535, 0.2793, 0.2913, 0.4341, 0.4060, 0.5229, 0.2666]}